50
Properties=species:S:1:pos:R:3:forces:R:3:mulliken_charge:R:1 method="wB97M-V/def2-TZVPD" smiles="Cc1[nH]c2ccc(C(=O)NCCCN3CCCCC3)cc2c1C" e_above_lowest_kj_mol=0.0 total_charge=0 total_energy_ev=-26660.4670 molar_mass_g_mol=313.44 lumo_energy_ha=0.0272 homo_lumo_gap_ev=8.63
C -6.506 3.115 0.976 0.12 -0.04 0.01 -1.4353
C -5.269 2.308 1.157 -0.15 -0.23 -0.20 0.4897
C -4.897 1.102 0.634 -0.26 0.20 0.02 0.5309
C -3.593 0.813 1.151 0.14 0.39 0.27 1.0464
C -2.711 -0.250 0.981 0.09 0.12 0.09 -0.4405
C -1.499 -0.223 1.649 -0.09 0.15 0.14 0.4368
C -1.172 0.850 2.495 0.04 -0.06 -0.02 -0.8109
C -2.022 1.918 2.672 0.00 0.03 0.02 -1.1536
C -3.233 1.894 1.992 0.24 -0.53 -0.19 -0.5296
N -4.264 2.783 1.973 -0.09 0.33 0.14 -0.0056
H -4.303 3.648 2.484 0.02 -0.09 -0.04 0.1890
H -1.760 2.742 3.320 0.06 0.07 0.07 0.3793
H -0.224 0.811 3.009 0.07 0.00 0.06 0.4662
C -0.499 -1.321 1.540 -0.18 -0.11 -0.18 0.3852
O 0.258 -1.614 2.447 0.20 0.08 0.19 -0.6564
N -0.503 -1.982 0.353 -0.14 -0.03 -0.24 -0.0870
H -1.039 -1.604 -0.412 0.01 0.08 0.14 0.2686
C 0.476 -2.993 0.033 0.20 -0.19 -0.16 -1.1235
C 1.560 -2.473 -0.913 -0.14 0.15 0.35 -0.5526
C 2.324 -1.300 -0.293 -0.05 -0.21 -0.10 -0.7279
N 3.587 -1.061 -0.968 0.00 0.12 0.06 0.1651
C 3.415 -0.425 -2.261 0.10 -0.21 -0.25 -0.5298
C 4.745 -0.367 -3.006 -0.14 0.27 0.03 -0.8103
C 5.770 0.409 -2.188 0.07 -0.27 -0.02 -0.6994
C 5.878 -0.228 -0.808 -0.14 0.29 0.06 -0.7353
C 4.503 -0.287 -0.150 0.27 -0.14 0.07 -0.6569
H 4.584 -0.772 0.826 -0.06 0.07 0.00 0.4027
H 4.129 0.742 0.011 -0.01 -0.02 0.03 0.3313
H 6.262 -1.245 -0.908 0.05 -0.05 0.05 0.3093
H 6.562 0.339 -0.174 0.04 -0.03 0.03 0.3676
H 6.740 0.405 -2.688 0.01 0.08 -0.01 0.3111
H 5.446 1.448 -2.087 0.02 0.07 -0.02 0.3248
H 5.103 -1.386 -3.161 -0.01 -0.05 -0.07 0.3238
H 4.597 0.099 -3.982 0.00 -0.04 -0.04 0.3729
H 2.701 -1.010 -2.845 -0.04 0.08 0.01 0.3706
H 3.009 0.600 -2.151 -0.03 -0.05 0.01 0.2977
H 2.544 -1.553 0.747 -0.04 0.06 0.01 0.4947
H 1.688 -0.396 -0.285 0.07 -0.03 0.07 0.2259
H 1.099 -2.176 -1.858 0.02 -0.05 -0.09 0.3375
H 2.269 -3.276 -1.118 0.02 -0.04 -0.06 0.3223
H 0.922 -3.299 0.982 -0.06 -0.06 -0.13 0.4401
H -0.032 -3.852 -0.418 0.08 0.03 0.11 0.3553
H -2.995 -1.091 0.364 -0.01 -0.11 -0.06 0.6100
C -5.654 0.219 -0.300 0.10 0.14 0.10 -1.5650
H -5.144 0.154 -1.261 -0.04 -0.06 -0.10 0.2990
H -6.659 0.598 -0.469 -0.09 -0.05 -0.07 0.3323
H -5.727 -0.787 0.110 -0.08 -0.10 -0.04 0.3427
H -6.966 3.332 1.941 -0.09 0.02 0.02 0.3363
H -6.278 4.063 0.489 -0.06 0.06 -0.04 0.3127
H -7.225 2.579 0.365 -0.07 0.01 -0.02 0.3418



14
Properties=species:S:1:pos:R:3:forces:R:3:mulliken_charge:R:1 method="wB97M-V/def2-TZVPD" smiles="C=C=C=CC.O" e_above_lowest_kj_mol=271.6 total_charge=0 total_energy_ev=-7359.4405 molar_mass_g_mol=84.12 lumo_energy_ha=0.0115 homo_lumo_gap_ev=9.31
C 2.937 -0.212 -0.184 -0.01 0.00 0.02 -1.2321
C 1.666 -0.166 -0.502 -0.18 0.01 -0.06 0.5563
C 0.423 -0.115 -0.778 0.14 -0.01 -0.01 0.5414
C -0.875 -0.058 -0.981 0.10 -0.02 -0.01 -0.6550
C -1.869 -0.966 -0.315 0.01 -0.07 0.04 -0.9617
O -0.838 1.578 1.702 0.06 0.07 -0.06 -0.6517
H 3.319 -1.000 0.459 -0.06 0.13 -0.03 0.2440
H -0.227 0.974 1.259 -0.08 0.05 0.10 0.2900
H 3.644 0.533 -0.540 -0.12 -0.13 -0.05 0.2465
H -1.277 0.726 -1.626 0.11 -0.09 0.08 0.3305
H -1.366 -1.762 0.239 -0.05 0.10 -0.10 0.2986
H -2.460 -0.379 0.398 0.01 -0.10 -0.13 0.3054
H -2.550 -1.416 -1.045 0.08 0.09 0.10 0.3539
H -0.929 2.299 1.069 -0.01 -0.02 0.11 0.3337



8
Properties=species:S:1:pos:R:3:forces:R:3:mulliken_charge:R:1 method="wB97M-V/def2-TZVPD" smiles="ICC1=C=C1" e_above_lowest_kj_mol=305.0 total_charge=0 total_energy_ev=-12291.3372 molar_mass_g_mol=177.97 lumo_energy_ha=-0.0699 homo_lumo_gap_ev=7.49
C 1.334 -1.302 -0.016 -0.81 2.49 0.35 0.1508
C 2.173 -0.165 -0.176 -2.71 -0.70 0.34 -0.7851
C 0.630 -0.131 -0.088 1.10 -1.77 -1.84 0.5017
C -0.635 0.620 -0.200 0.78 -1.06 1.81 -0.9341
I -3.163 -0.031 0.016 2.14 0.06 -0.59 -0.0850
H 1.128 -2.345 0.133 0.37 -0.28 -0.18 0.3525
H -0.769 0.782 0.864 -0.34 1.23 0.00 0.3871
H -0.592 1.449 -0.891 -0.53 0.04 0.11 0.4122



11
Properties=species:S:1:pos:R:3:forces:R:3:mulliken_charge:R:1 method="wB97M-V/def2-TZVPD" e_above_lowest_kj_mol=362.8 total_charge=0 total_energy_ev=-6752.1476 molar_mass_g_mol=79.10 lumo_energy_ha=0.0092 homo_lumo_gap_ev=10.05
C -1.381 -0.802 -0.465 -0.04 -0.11 -0.07 -0.9257
C -0.325 -0.602 0.576 0.25 -0.33 0.03 -0.0355
C 0.955 -0.467 0.322 -0.32 0.42 0.02 -0.0284
C 1.874 0.436 0.059 -0.16 0.45 0.00 -0.4511
C 0.265 2.321 0.158 1.71 0.10 -0.37 -0.1195
N 1.303 1.756 0.022 -1.22 0.05 0.21 -0.1087
H -1.801 -1.809 -0.384 -0.06 0.08 -0.09 0.3266
H -2.195 -0.086 -0.303 0.15 -0.12 0.04 0.3117
H -0.984 -0.657 -1.473 -0.02 -0.09 0.17 0.2948
H -0.653 -0.448 1.605 0.05 -0.36 -0.02 0.3472
H 2.942 0.357 -0.116 -0.34 -0.10 0.08 0.3887



13
Properties=species:S:1:pos:R:3:forces:R:3:mulliken_charge:R:1 method="wB97M-V/def2-TZVPD" e_above_lowest_kj_mol=484.3 total_charge=+1 total_energy_ev=-8241.1201 molar_mass_g_mol=87.10 lumo_energy_ha="-0.1719 / -0.1719" homo_lumo_gap_ev="7.61 / 7.61"
C -1.529 -0.513 -0.106 1.89 1.30 -0.73 0.0298
C -0.740 0.559 -0.345 -1.01 2.51 -0.57 -0.2396
C 1.725 1.174 0.021 -4.66 0.02 -1.40 -0.2788
N -2.812 -0.612 -0.380 -1.76 -3.02 1.92 -0.3727
N 2.793 0.196 0.415 -1.92 0.52 1.89 -0.1162
O 0.601 0.355 -0.064 4.82 1.13 0.63 -0.1028
H -0.985 -1.376 0.209 -0.15 -0.72 0.61 0.3037
H -1.103 1.595 -0.702 1.00 -1.87 0.70 0.2894
H -3.372 -0.016 -0.898 -0.59 1.75 -1.00 0.1972
H -3.385 -1.310 0.140 1.00 0.73 -0.84 0.2395
H 2.639 0.219 1.435 0.56 -0.44 -0.02 0.3787
H 3.756 0.361 0.219 0.78 0.60 -0.62 0.3512
H 2.412 -0.632 0.057 0.06 -2.50 -0.55 0.3206



52
Properties=species:S:1:pos:R:3:forces:R:3:mulliken_charge:R:1 method="wB97M-V/def2-TZVPD" total_charge=+2 total_energy_ev=-63578.9663 molar_mass_g_mol=568.05 lumo_energy_ha=-0.2973 homo_lumo_gap_ev=7.31
C 2.933 1.711 0.849 0.87 -0.80 -0.02 -1.9450
C 2.711 0.353 1.472 0.00 0.97 -0.56 1.3207
C 2.848 0.309 2.855 -0.10 -0.12 0.69 -0.6880
C 2.719 -0.859 3.571 -0.06 0.01 0.06 -0.7594
C 2.485 -2.025 2.872 -0.25 -0.32 0.39 -0.8469
C 2.345 -2.008 1.498 0.42 -0.67 0.15 0.6230
C 2.418 -0.824 0.749 1.43 0.57 -0.48 -0.2020
C 2.196 -0.850 -0.778 0.68 -0.53 0.56 -0.9956
C 0.718 -0.984 -1.010 0.11 -0.76 -0.72 -0.8895
C -0.157 -0.026 -1.465 -0.15 0.94 -0.04 -0.3057
B 0.385 1.450 -1.886 0.75 0.47 0.08 0.3752
O 0.761 1.655 -3.175 -0.27 0.10 -0.02 -0.4294
N 0.527 2.510 -0.943 -1.81 -0.59 -0.47 0.3374
C 0.193 3.845 -1.508 1.30 0.23 0.13 -0.9746
C -0.059 2.290 0.366 0.12 -0.38 0.27 -0.6096
C -1.570 -0.305 -1.568 0.57 0.43 0.59 0.4804
S -2.599 0.993 -2.191 -1.12 -0.63 -2.19 1.3735
O -2.110 1.325 -3.480 0.67 0.30 0.20 -0.6954
O -3.974 0.687 -2.069 0.01 -0.04 0.72 -0.6827
F -2.320 2.201 -1.270 -0.01 0.11 0.34 -0.2049
C -2.106 -1.499 -1.189 -0.75 -0.51 -1.40 0.0264
C -3.532 -1.848 -1.041 -0.21 1.31 1.70 -2.0696
C -3.767 -1.063 0.295 -0.80 -2.49 -1.12 0.4986
C -2.582 -1.383 1.444 0.10 1.61 0.76 -1.0730
O -4.112 -1.760 1.327 -0.67 0.77 0.63 -0.4167
C -1.227 -2.535 -0.807 0.52 0.22 -0.27 1.2279
N -1.602 -3.750 -0.452 -0.03 -0.73 -0.17 -0.5824
S -0.275 -4.568 -0.107 -0.49 0.23 -0.18 0.2336
N 0.790 -3.416 -0.350 1.13 -0.26 -0.09 -0.5446
C 0.167 -2.301 -0.729 -0.64 -0.66 -0.74 0.9686
H 3.953 1.995 1.098 0.15 0.14 0.09 0.6095
H 2.897 1.665 -0.226 -0.29 0.35 -0.22 0.1743
H 2.279 2.463 1.264 -0.04 0.16 -0.06 0.4470
H 3.074 1.208 3.407 0.02 0.28 -0.13 0.5672
H 2.808 -0.874 4.645 0.08 0.06 0.15 0.4851
H 2.392 -2.962 3.396 0.06 -0.18 0.06 0.5061
H 2.178 -2.956 1.029 0.25 -0.07 -0.31 0.7573
H 2.651 -1.761 -1.163 0.16 -0.06 -0.02 0.4790
H 2.703 -0.036 -1.280 -0.31 0.31 -0.08 0.5052
H 0.029 1.636 -3.805 0.18 -0.26 -0.30 0.3677
H 1.020 4.181 -2.121 0.07 -0.02 -0.24 0.3392
H 0.137 4.556 -0.693 -0.27 0.11 0.12 0.3662
H -0.704 3.860 -2.114 -0.26 -0.06 0.06 0.3438
H -1.097 1.928 0.363 0.27 0.09 0.06 0.1511
H 0.565 1.555 0.894 -0.20 0.24 0.13 -0.3777
H -0.052 3.190 0.972 0.14 0.16 0.09 0.5701
H -4.222 -1.473 -1.781 0.01 0.00 -0.21 0.5898
H -3.680 -2.884 -0.779 0.05 -0.22 -0.28 0.4442
H -4.111 -0.048 0.230 0.16 0.70 0.00 0.6954
H -2.485 -0.248 1.558 -0.81 -0.13 0.36 0.2257
H -2.662 -1.501 2.536 0.72 -0.82 -0.12 0.4996
Sn 0.128 -0.818 1.290 -1.43 0.47 2.06 0.7038



22
Properties=species:S:1:pos:R:3:forces:R:3:mulliken_charge:R:1 method="wB97M-V/def2-TZVPD" e_above_lowest_kj_mol=307.6 total_charge=0 total_energy_ev=-32537.4549 molar_mass_g_mol=189.31 lumo_energy_ha=0.0162 homo_lumo_gap_ev=8.94
C 1.345 1.871 -1.620 -0.59 1.18 -3.93 -0.3225
C 1.069 3.410 -1.533 0.82 2.68 -5.30 -0.5684
C -0.111 2.635 -0.059 -2.94 -3.27 2.46 0.0904
C -0.066 -3.117 -0.546 -1.43 3.03 4.74 -0.6639
C -0.926 -3.079 0.516 -0.94 -0.51 -1.11 0.2787
C -1.896 -2.319 2.581 -1.19 -0.40 0.72 0.0276
H 1.856 -0.053 0.754 0.42 -0.24 0.48 0.1467
H 2.394 1.712 -1.816 0.41 -0.36 0.41 0.2880
H 0.756 1.319 -2.522 1.07 1.32 1.81 0.2385
H 1.884 4.088 -1.149 -0.49 -1.20 0.16 0.2807
H 0.873 3.924 -2.573 0.70 -1.35 1.45 0.2734
H -0.928 2.365 0.756 1.94 0.65 -1.57 0.2483
H -0.085 -3.953 -1.130 0.46 -1.84 -1.51 0.3049
H 0.596 -2.266 -0.522 0.36 -0.31 -1.31 0.0394
H -1.549 -4.011 0.632 0.35 1.36 0.32 0.1390
H -0.840 -1.121 1.389 0.70 1.34 0.03 0.0008
H -2.428 -3.316 2.502 0.74 1.06 0.38 0.1787
N 0.824 1.562 -0.386 -1.54 1.42 2.75 0.0094
N -0.151 3.621 -0.823 0.59 -0.01 1.38 -0.4576
N -1.302 -1.982 1.440 0.64 -4.08 -1.97 0.1228
S 0.647 0.044 0.221 0.04 -0.11 -0.24 -0.3119
S -1.963 -1.335 3.890 -0.14 -0.36 -0.14 -0.3431



9
Properties=species:S:1:pos:R:3:forces:R:3:mulliken_charge:R:1 method="wB97M-V/def2-TZVPD" e_above_lowest_kj_mol=130.0 total_charge=-1 total_energy_ev=-26877.6621 molar_mass_g_mol=119.19 lumo_energy_ha=0.1131 homo_lumo_gap_ev=5.81
C -0.158 0.004 2.023 -2.82 0.99 2.28 -0.6893
C 0.071 -0.640 0.922 0.45 -1.80 -2.20 -0.3459
C 0.190 0.777 -2.592 6.36 -0.26 2.42 0.6259
O 1.293 0.858 -2.140 -3.09 0.06 0.11 -0.3985
S -0.755 0.740 -3.773 -3.27 -0.01 -2.28 -0.3861
S -1.017 -0.935 -0.384 -0.43 0.01 -0.54 -0.5652
H 0.572 0.169 2.749 1.33 0.04 1.14 0.3118
H -1.208 0.209 2.386 1.14 0.32 -0.87 0.1723
H 1.013 -1.182 0.809 0.35 0.65 -0.07 0.2751